ORCA calculation (ωB97M-V with the def2-TZVPD basis set) on a gas-phase ion, C4H7N2O (charge +1).

```
! RIJCOSX wB97M-V def2-TZVPD def2/J DEFGRID3
* xyz 1 1
C -0.2425 2.4718 0.6503
C 0.5988 0.2905 -0.1488
C -1.4185 -1.3138 0.2032
C -0.0122 -0.8518 0.6108
N 0.1568 1.4460 0.2870
N 1.9161 0.8515 -1.8682
O 1.2397 0.0468 -1.1865
H -0.4439 3.3883 1.2076
H -2.2628 -0.9340 0.9372
H -1.4891 -2.4769 0.4837
H -1.6024 -0.9990 -0.7540
H 0.7910 -1.7076 0.4372
H 0.0999 -0.5904 1.6236
H 2.6692 0.3787 -2.4834
*
```

Properties
- ΔE to the lowest compared entry with this formula, charge and spin (kcal per mole) = 178.98
- lowest unoccupied orbital energy (spin up / spin down) (eV) = -5.99 / -5.36
- calculated total energy (Eh) = -340.8510